Computed, not measured: a 5-piece molecular cluster, C23H47BN7O7S overall in a non-equilibrium geometry, with ωB97M-V with the def2-TZVPD basis set.

Structure (XYZ):
```
86
Properties=species:S:1:pos:R:3:lowdin_charge:R:1
C -4.52682 4.17375 2.37972 -0.010
C -3.34338 4.08611 1.33766 -0.273
N -3.40569 2.87809 0.42808 0.100
C -2.55204 3.22443 -0.76765 -0.145
C -1.02016 3.01455 -0.49845 -0.245
C -0.66931 2.31874 0.71145 -0.007
C 0.75703 2.09402 0.97652 0.017
C 1.71769 2.66746 -0.04788 -0.015
C 1.10988 3.33467 -1.17698 -0.129
N -0.20435 3.50028 -1.43928 0.105
C -3.04639 4.73454 -0.96249 -0.246
S -2.48938 5.69011 -2.42234 0.681
C -2.64441 4.65880 -3.94678 -0.116
O -3.47193 6.76778 -2.58325 -0.334
O -1.11904 6.16849 -2.37716 -0.330
C -3.09029 5.41362 0.47430 -0.067
B -1.74159 5.97581 1.16767 -0.528
N -0.46892 6.32876 0.52160 0.169
O -1.82563 6.17858 2.57063 0.107
H -5.53660 4.07053 1.90612 0.093
H -4.32755 3.36345 3.13268 0.090
H -4.43189 5.13297 2.95096 0.105
H -2.48202 3.83404 2.01768 0.106
H -4.38530 2.87608 0.09809 0.181
H -3.29501 1.95122 0.85093 0.184
H -2.91732 2.62160 -1.64131 0.158
H -1.37626 1.90736 1.45771 0.097
H 1.06486 1.55432 1.89217 0.110
H 2.81056 2.56104 0.10074 0.111
H 1.81540 3.76675 -1.92887 0.126
H -4.14373 4.58344 -1.20020 0.143
H -2.97013 3.61179 -3.72673 0.057
H -3.31827 5.15219 -4.68217 0.078
H -1.63712 4.57106 -4.43384 0.081
H -3.85500 6.21863 0.60970 0.165
H -0.54448 7.14751 -0.08350 0.086
H -0.02681 5.54740 0.03804 0.048
H -1.02123 5.74122 2.91403 0.097
C 2.23297 -0.25447 -1.78053 -0.001
C 3.00670 -0.58907 -0.53066 -0.535
O 2.78787 -0.03391 0.54628 -0.008
N 3.96799 -1.53402 -0.61928 0.019
C 4.37827 -2.30044 -1.78537 -0.062
H 1.50023 0.51615 -1.55277 0.053
H 2.90571 0.12529 -2.55144 0.092
H 1.70451 -1.13726 -2.14402 0.091
H 4.44172 -1.70410 0.25525 0.141
H 4.24370 -3.35996 -1.56512 0.044
H 5.43804 -2.10539 -1.96594 0.087
H 3.80557 -2.03984 -2.67010 0.080
C 0.86325 3.90671 4.94454 0.003
C -0.54219 3.37928 4.82890 -0.527
O -1.09698 3.23904 3.73776 -0.008
N -1.19541 3.05658 5.96679 0.017
C -0.72063 3.14823 7.33565 -0.058
H 1.24942 4.11833 3.94861 0.083
H 0.87318 4.83202 5.52275 0.094
H 1.50843 3.16268 5.41400 0.094
H -2.13017 2.71111 5.80784 0.142
H -0.75806 2.15363 7.78242 0.089
H -1.38827 3.80927 7.89007 0.090
H 0.29401 3.53085 7.39088 0.079
C 3.28078 -7.45901 -2.68893 -0.006
C 3.73345 -6.25642 -1.90537 -0.532
O 3.28565 -5.13317 -2.11681 0.002
N 4.66855 -6.44391 -0.93799 0.006
C 5.31496 -7.67953 -0.53895 -0.070
H 2.53652 -7.15179 -3.42013 0.081
H 4.12486 -7.90167 -3.22050 0.092
H 2.82612 -8.19462 -2.02379 0.078
H 4.92229 -5.59520 -0.45596 0.134
H 5.10530 -7.85540 0.51775 0.084
H 6.39257 -7.56569 -0.67025 0.085
H 4.96791 -8.52758 -1.12166 0.078
C -1.07285 -9.06190 -1.17363 -0.011
C -0.41394 -8.96402 -2.52573 -0.553
O 0.62426 -9.55387 -2.78523 0.022
N -1.01059 -8.18983 -3.47137 0.004
C -2.23204 -7.41756 -3.36334 -0.079
H -0.47963 -9.71227 -0.53422 0.084
H -1.12872 -8.07622 -0.70794 0.084
H -2.07212 -9.48997 -1.26992 0.086
H -0.51146 -8.17470 -4.34813 0.140
H -2.93520 -7.77193 -4.11958 0.084
H -1.99901 -6.36948 -3.56239 0.082
H -2.68489 -7.50615 -2.38006 0.073
```

Output
Total charge = +1
Kohn-Sham gap = 8.05 eV
HOMO energy = -10.8 eV
Spin multiplicity = 1

Computed, not measured: C29H24F3N2O6PS3V as an isolated structure, with ωB97M-V with the def2-TZVPD basis set.

Structure (XYZ):
```
69
Properties=species:S:1:pos:R:3:mulliken_spin:R:1
V 1.23872 0.50843 -0.32307 1.066
O 5.12048 -0.40343 -2.00065 0.001
C 5.74582 -0.39256 -0.80896 0.004
C 7.14154 -0.46096 -0.86026 -0.002
C 7.88408 -0.45844 0.29660 0.002
C 7.26299 -0.38547 1.54917 -0.001
C 5.89678 -0.31281 1.61607 0.001
C 5.10745 -0.31355 0.44638 -0.002
C 3.67578 -0.21645 0.62326 0.000
O 2.90239 -0.14507 -0.50053 -0.025
N 3.06711 -0.15479 1.75614 -0.010
N 1.68712 -0.02471 1.57384 -0.042
C 1.04512 -0.20348 2.70821 0.016
S -0.67191 -0.06274 2.82620 0.011
C -0.77439 -0.96881 4.40159 0.000
C 0.43796 -0.57213 5.21472 0.000
S 1.89778 -0.64114 4.13597 0.014
H 4.16497 -0.38069 -1.88504 0.001
H 7.60902 -0.51594 -1.83308 0.000
H 8.96232 -0.51348 0.23293 0.000
H 7.85408 -0.38209 2.45326 0.000
H 5.40039 -0.24830 2.57433 0.000
H -0.79205 -2.03613 4.18504 0.000
H -1.70534 -0.67742 4.88510 0.000
H 0.60686 -1.26136 6.04060 0.000
H 0.34390 0.43935 5.60825 0.001
O -0.35057 -0.19414 -0.53222 -0.019
P -1.95395 -0.35656 -0.70455 -0.010
C -2.45765 -1.88127 0.03176 -0.002
C -2.02372 -3.07257 -0.56048 0.000
C -2.39327 -4.28352 -0.00450 0.000
C -3.20942 -4.30796 1.12091 0.000
C -3.65266 -3.12697 1.70177 0.000
C -3.27246 -1.90852 1.16474 0.002
C -2.71139 1.06617 0.04524 -0.003
C -4.10382 1.15851 -0.05104 0.000
C -4.75572 2.27020 0.45112 0.000
C -4.02683 3.29669 1.03938 0.000
C -2.64479 3.21118 1.13095 0.003
C -1.98712 2.09686 0.63475 0.006
C -2.22942 -0.41158 -2.45999 0.000
C -3.40014 -1.03488 -2.90460 -0.001
C -3.70939 -1.03270 -4.25345 0.000
C -2.84977 -0.42706 -5.16000 0.000
C -1.68280 0.18492 -4.72063 0.001
C -1.37305 0.20321 -3.37066 0.000
H -1.41016 -3.05385 -1.45339 0.000
H -2.05927 -5.20795 -0.45430 0.000
H -3.51120 -5.25788 1.54174 0.000
H -4.30275 -3.15693 2.56543 0.000
H -3.62097 -0.98527 1.61211 0.000
H -4.68360 0.37160 -0.52113 0.000
H -5.83204 2.34025 0.37714 0.000
H -4.53861 4.16770 1.42555 0.000
H -2.07766 4.01030 1.58851 0.000
H -0.90895 2.05368 0.72735 0.003
H -4.06290 -1.53521 -2.20806 0.000
H -4.61416 -1.51288 -4.59946 0.000
H -3.08782 -0.43662 -6.21503 0.000
H -1.01137 0.64741 -5.43071 0.000
H -0.46598 0.69387 -3.04665 -0.001
F 0.67149 4.95955 -1.16847 0.000
C 0.58796 3.89003 -1.92765 0.006
F -0.56527 3.26453 -1.70906 0.000
F 0.69476 4.20317 -3.19822 0.000
S 1.97093 2.73387 -1.49176 0.000
O 3.19517 3.36289 -1.76402 0.002
O 1.62834 1.42987 -2.13395 0.000
O 1.68310 2.35206 -0.03062 -0.021
```

Output
⟨S²⟩ = 0.761
Total charge = +2
Kohn-Sham gap (spin up / spin down) = 4.80 / 5.42 eV
HOMO energy (spin up / spin down) = -13.0 / -13.0 eV
Relative energy (zero: lowest compared OMol25 entry of this formula, charge and spin) = 0.577 eV
Spin multiplicity = 2

Computed, not measured: a 3-piece molecular cluster, C36H59BIN3O overall in a non-equilibrium geometry, with ωB97M-V with the def2-TZVPD basis set.

Structure (XYZ):
```
101
Properties=species:S:1:pos:R:3:lowdin_charge:R:1
C -6.56107 3.54875 -1.31729 -0.148
C -5.46068 2.43374 -0.78208 -0.260
C -4.77791 1.60586 -2.02695 -0.227
C -3.27736 1.04478 -1.63706 -0.234
C -2.54715 0.18235 -2.83410 -0.223
C -0.96598 -0.19282 -2.47375 -0.204
C -0.62155 -1.77413 -2.76078 -0.190
C -0.32296 -2.64557 -1.38713 -0.058
C -1.43934 -2.56700 -0.18023 0.025
C -1.20323 -3.41080 1.22415 -0.109
C -2.27724 -3.32275 2.47983 -0.122
C -3.81008 -2.84991 2.20542 0.005
C -4.63809 -2.80257 3.60454 -0.058
C -3.91131 -3.20035 4.97746 -0.135
N -2.53288 -3.68233 5.27117 0.003
C -1.81593 -3.70440 3.96661 -0.083
C 0.15426 -4.34208 1.30798 0.028
C 1.27252 -4.40956 0.08156 -0.131
N 2.46402 -5.29193 0.29071 0.077
C 3.45182 -5.25823 -0.84685 -0.105
C 4.81487 -6.19543 -0.59940 -0.167
C 5.79166 -5.34676 0.40132 -0.320
C 7.37798 -5.33207 -0.00806 -0.673
I 8.21235 -7.34748 0.16919 0.679
C 3.19155 -4.33483 -2.16453 -0.047
B 4.37979 -4.33306 -3.35014 -0.334
C 5.18052 -2.87732 -3.54448 -0.059
O 4.67905 -5.50528 -4.19509 0.027
N 2.00023 -3.46522 -2.46712 0.102
C 1.07816 -3.55436 -1.28579 -0.096
H -6.50487 4.54558 -0.69320 0.057
H -6.42948 3.84521 -2.44469 0.072
H -7.66027 3.13667 -1.18932 0.078
H -6.05213 1.69436 -0.07585 0.108
H -4.69012 3.01508 -0.11049 0.107
H -5.52011 0.75445 -2.34035 0.118
H -4.68022 2.35969 -2.92938 0.110
H -3.34751 0.34579 -0.69022 0.105
H -2.57299 1.96255 -1.40026 0.122
H -2.63189 0.81171 -3.83869 0.117
H -3.18656 -0.78584 -2.99657 0.102
H -0.32096 0.44256 -3.24900 0.113
H -0.66375 0.11272 -1.38233 0.114
H 0.22487 -1.84792 -3.56872 0.103
H -1.59075 -2.24874 -3.26043 0.114
H -2.37733 -1.87911 -0.32682 0.076
H -4.19121 -2.57307 1.13445 0.095
H -5.77102 -2.47384 3.60443 0.091
H -4.59088 -3.09626 5.95674 0.107
H -0.68320 -4.07747 4.05685 0.105
H 0.30411 -4.97594 2.30281 0.091
H 4.43804 -7.16442 -0.01282 0.127
H 5.30385 -6.57510 -1.58797 0.106
H 5.58044 -5.71752 1.51123 0.125
H 5.41915 -4.21764 0.38008 0.111
H 7.44519 -4.86885 -1.09421 0.066
H 7.90107 -4.54793 0.72516 0.071
H 6.34500 -2.97782 -3.47595 0.062
H 4.86812 -2.33828 -4.56166 0.094
H 4.82304 -2.12589 -2.68848 0.074
H 5.66790 -5.61207 -4.31690 0.113
C -5.86061 8.82530 2.71799 -0.116
C -7.03808 8.19538 3.44908 -0.274
C -7.08594 6.67023 3.31902 -0.228
C -7.26178 6.13769 1.89169 -0.240
C -8.50788 6.63329 1.15357 -0.274
C -9.80777 6.21427 1.81963 -0.115
H -5.91661 8.65183 1.64004 0.065
H -5.85534 9.90730 2.88055 0.070
H -4.91278 8.42135 3.08624 0.075
H -7.97348 8.64026 3.09223 0.099
H -6.96257 8.44920 4.51276 0.104
H -7.89684 6.28971 3.95132 0.101
H -6.16043 6.24842 3.73290 0.110
H -7.28762 5.04135 1.93467 0.106
H -6.37642 6.39245 1.29701 0.096
H -8.49107 6.22460 0.13639 0.097
H -8.48207 7.72329 1.04763 0.101
H -9.87308 5.12465 1.89997 0.076
H -10.66150 6.56085 1.22729 0.071
H -9.90539 6.64252 2.82202 0.067
C 9.87687 0.58213 -1.79622 -0.113
C 9.37721 -0.74229 -1.23586 -0.271
C 7.89865 -1.00691 -1.53437 -0.237
C 6.91500 -0.00003 -0.92576 -0.222
C 6.98655 0.15205 0.59575 -0.268
C 6.64850 -1.12629 1.34440 -0.114
H 9.35803 1.43177 -1.34443 0.067
H 10.94505 0.69653 -1.58862 0.071
H 9.73456 0.62443 -2.88025 0.076
H 9.56315 -0.77893 -0.15682 0.100
H 9.96921 -1.55199 -1.67796 0.105
H 7.64625 -2.01618 -1.18818 0.085
H 7.75159 -1.01810 -2.62250 0.102
H 5.89742 -0.30219 -1.20450 0.099
H 7.07083 0.98344 -1.38501 0.104
H 6.27578 0.93014 0.89797 0.107
H 7.97780 0.50626 0.89902 0.100
H 5.64443 -1.47734 1.08630 0.073
H 6.67605 -0.94683 2.42463 0.074
H 7.36283 -1.92553 1.12386 0.054
```

Output
Total charge = 0
Kohn-Sham gap = 6.70 eV
HOMO energy = -8.0 eV
Spin multiplicity = 1
SMILES string = CCCCCCCc1cc(-c2cccnc2)cc2nc(CCCI)c(B(C)O)nc12.CCCCCC.CCCCCC

Number 1: total energy -2237.42302 hartree. Number 2: total energy -4459.54373 hartree. Number 3: total energy -1968.48527 hartree.